13
Properties=species:S:1:pos:R:3:forces:R:3:nbo_charge:R:1 method="wB97M-V/def2-TZVPD" homo_ev=-7.42 relative_energy_kj_mol=498.31 energy_ha=-340.6051
C -0.261 -1.468 -0.043 -0.13 0.34 -1.89 -0.263
N 1.131 1.213 -0.536 0.32 -0.20 0.13 -0.611
C -0.913 -0.112 -0.060 -0.03 0.24 1.43 0.370
C 1.523 -0.023 -0.024 1.41 -1.68 -2.18 0.398
C -0.126 0.999 0.167 -2.17 0.48 -0.63 -0.234
O -2.265 -0.092 -0.056 -0.02 0.14 0.42 -0.651
N 1.042 -1.111 -0.565 0.75 0.55 1.90 -0.629
H -2.588 0.801 -0.233 0.08 -0.08 0.04 0.486
H 1.638 2.022 -0.191 0.00 -0.19 0.43 0.365
H -0.241 -1.914 0.963 -0.07 0.14 -0.07 0.190
H -0.762 -2.160 -0.728 -0.09 0.04 0.17 0.215
H 2.359 -0.043 0.673 0.20 0.21 0.52 0.150
H -0.537 1.888 0.633 -0.26 0.00 -0.27 0.213